1.
Here is a structure of composition C29H20Br2ClF4N2O7PSZr in a non-equilibrium geometry from the Open Molecules 2025 dataset. Energies are from ωB97M-V/def2-TZVPD.

Output
* gap between HOMO and LUMO: 5.1 eV
* HOMO energy: -13.7 eV
* ΔE to the lowest compared entry with this formula, charge and spin: 0.950 eV
* electronic energy: -232568.44508 eV

ORCA input file:
```
! wB97M-V def2-TZVPD RIJCOSX def2/J DEFGRID3
* xyz 2 1
Zr -0.061 1.021 -0.792
O -2.794 2.786 1.159
Cl -1.652 3.057 0.399
O -1.391 4.413 0.138
O -1.739 2.297 -0.937
O -0.438 2.373 0.953
F -0.849 -6.328 0.650
C -0.972 -5.030 0.783
C -1.302 -4.480 2.010
F -1.499 -5.262 3.046
C -1.435 -3.103 2.143
F -1.785 -2.634 3.333
C -1.224 -2.249 1.071
P -1.509 -0.466 1.147
C -0.789 0.063 2.701
C 0.544 -0.306 2.907
C 1.229 0.170 4.013
C 0.585 1.015 4.911
C -0.738 1.382 4.703
C -1.431 0.916 3.592
C -3.301 -0.287 1.100
C -3.934 0.058 -0.093
C -5.315 0.121 -0.160
C -6.070 -0.162 0.970
C -5.446 -0.518 2.160
C -4.064 -0.589 2.230
C -0.897 -2.842 -0.139
Br -0.504 -1.752 -1.638
C -0.765 -4.198 -0.311
F -0.439 -4.717 -1.482
H 1.038 -0.998 2.229
H 2.254 -0.129 4.186
H 1.116 1.380 5.780
H -1.238 2.032 5.409
H -2.456 1.219 3.432
H -3.357 0.279 -0.984
H -5.803 0.387 -1.088
H -7.150 -0.109 0.922
H -6.039 -0.744 3.036
H -3.587 -0.877 3.157
Br 2.873 -0.203 -6.880
C 2.099 0.030 -5.218
C 2.654 -0.559 -4.092
C 2.055 -0.350 -2.872
N 0.961 0.432 -2.717
C 0.424 0.986 -3.831
C 0.947 0.815 -5.083
H 3.546 -1.169 -4.116
H 2.503 -0.827 -2.004
H -0.477 1.585 -3.703
H 0.477 1.277 -5.939
N 0.987 3.048 -1.342
C 2.272 2.421 -1.158
C 3.279 2.486 -2.093
C 4.316 1.559 -2.029
C 4.326 0.563 -1.038
C 3.416 0.620 0.003
C 2.354 1.522 -0.075
S 5.182 -1.008 -1.299
O 5.592 -1.427 0.011
O 6.186 -0.715 -2.283
O 4.018 -1.738 -1.831
H 0.819 3.811 -0.687
H 0.883 3.428 -2.280
H 3.217 3.199 -2.908
H 5.087 1.528 -2.791
H 3.505 -0.092 0.816
H 1.705 1.593 0.792
*
```

---

2.
Here is a cluster of 13 separate species, C4H32O12 in total in a non-equilibrium geometry from the Open Molecules 2025 dataset. Energies are from ωB97M-V/def2-TZVPD.

Output
* gap between HOMO and LUMO (alpha / beta): 9.3 / 5.3 eV
* HOMO energy (alpha / beta): -13.7 / -13.7 eV
* electronic energy: -29229.52102 eV

ORCA input file:
```
! wB97M-V def2-TZVPD RIJCOSX def2/J DEFGRID3
* xyz 1 2
C 1.255 -0.630 1.552
C 2.071 -1.558 0.978
C 3.361 -2.126 1.639
C 0.123 -0.169 0.821
H 1.438 -0.298 2.579
H 1.879 -1.897 -0.036
H 4.257 -1.787 1.077
H 3.325 -2.024 2.746
H 3.235 -3.191 1.590
H -0.747 -0.876 0.869
H 0.295 0.065 -0.239
H -0.296 0.778 1.292
H 4.320 1.198 -0.897
H 4.057 0.105 0.200
O 3.671 0.544 -0.569
H -1.759 -2.476 1.392
H -0.651 -3.228 2.219
O -1.476 -2.747 2.285
H -1.600 1.214 2.658
H -2.703 2.236 2.276
O -1.787 2.001 2.090
H 0.768 2.194 -2.807
H 1.061 0.909 -3.632
O 0.464 1.671 -3.567
H 2.005 1.600 -0.887
H 1.050 2.707 -0.603
O 1.645 2.393 -1.315
H -0.968 1.359 -2.701
H -2.444 1.522 -2.883
O -1.812 1.112 -2.286
H 0.225 4.188 0.944
H -0.762 3.016 1.156
O -0.127 3.426 0.490
H -1.110 -1.953 -3.037
H -1.377 -0.556 -2.208
O -1.099 -1.480 -2.212
H -2.603 -0.345 4.265
H -1.854 -1.216 3.248
O -1.948 -0.299 3.573
H -2.301 1.021 0.836
H -2.526 0.869 -0.704
O -2.885 0.523 0.131
H 1.565 -1.623 -2.400
H 2.581 -0.536 -2.103
O 2.462 -1.360 -2.606
H -2.945 -1.454 0.039
H -2.015 -2.287 -0.847
O -2.625 -2.354 -0.108
*
```

---

3.
Here is a structure of composition C13H27N2O3SSe4W in a non-equilibrium geometry from the Open Molecules 2025 dataset. Energies are from ωB97M-V/def2-TZVPD.

Output
* gap between HOMO and LUMO (alpha / beta): 6.7 / 6.6 eV
* HOMO energy (alpha / beta): -10.8 / -11.2 eV
* electronic energy: -297084.45435 eV

ORCA input file:
```
! wB97M-V def2-TZVPD RIJCOSX def2/J DEFGRID3
* xyz 1 3
W -2.591 -1.020 -1.319
Se -2.882 -0.424 0.934
Se -4.056 -2.374 1.369
Se -4.590 -2.495 -0.898
Se -1.642 -3.196 -1.500
C -1.964 1.581 -5.195
C -2.811 0.378 -4.814
C -4.131 0.301 -5.562
O -2.072 -0.836 -4.954
C -3.024 0.326 -3.312
O -2.177 0.770 -2.476
O -3.944 -0.393 -2.784
H -1.770 1.556 -6.268
H -1.017 1.569 -4.660
H -2.482 2.515 -4.973
H -3.930 0.246 -6.633
H -4.741 1.187 -5.381
H -4.690 -0.583 -5.262
H -1.738 -0.866 -5.859
C 1.993 -0.945 5.150
C 2.399 -2.194 4.373
C 2.101 -2.096 2.879
C 0.605 -2.031 2.581
N 0.319 -1.857 1.161
C 0.336 -0.699 0.519
S -0.062 -0.626 -1.175
N 0.695 0.399 1.165
C 0.717 1.766 0.630
C 2.074 2.134 0.047
C 3.235 1.978 1.028
C 3.072 2.780 2.314
H 2.343 -0.992 6.180
H 0.910 -0.811 5.190
H 2.431 -0.048 4.700
H 1.900 -3.074 4.789
H 3.469 -2.364 4.499
H 2.518 -2.955 2.349
H 2.603 -1.211 2.471
H 0.115 -1.221 3.128
H 0.115 -2.951 2.898
H 0.066 -2.660 0.602
H 1.024 0.292 2.113
H 0.455 2.420 1.462
H -0.066 1.851 -0.122
H 2.012 3.171 -0.293
H 2.252 1.521 -0.839
H 4.152 2.283 0.523
H 3.373 0.917 1.266
H 2.852 3.828 2.099
H 3.982 2.751 2.912
H 2.263 2.401 2.945
*
```

---

4.
Here is a structure of composition ClH48NiO24 in a non-equilibrium geometry from the Open Molecules 2025 dataset. Energies are from ωB97M-V/def2-TZVPD.

Output
* gap between HOMO and LUMO (alpha / beta): 4.8 / 3.6 eV
* HOMO energy (alpha / beta): -12.0 / -12.0 eV
* electronic energy: -103479.84969 eV

ORCA input file:
```
! wB97M-V def2-TZVPD RIJCOSX def2/J DEFGRID3
* xyz 1 3
Ni -3.174 -2.099 -2.655
Cl -0.019 0.213 0.019
O 2.406 3.162 2.510
H 2.065 2.312 2.790
H 2.335 3.716 3.288
O -4.821 1.360 -0.747
H -4.207 1.697 -0.095
H -5.641 1.819 -0.564
O 2.596 1.737 -1.656
H 2.372 2.353 -2.353
H 1.753 1.467 -1.294
O -3.880 -3.205 1.232
H -4.119 -3.438 0.335
H -3.466 -2.346 1.155
O -0.548 0.373 -5.277
H -0.892 1.150 -5.717
H -0.224 0.697 -4.436
O 1.666 3.900 -3.225
H 1.499 4.135 -4.138
H 0.904 4.229 -2.749
O -2.799 2.088 0.952
H -2.516 2.596 1.713
H -1.993 1.707 0.604
O 0.155 -4.550 -0.819
H 0.971 -5.027 -0.962
H -0.523 -5.119 -1.183
O 4.166 -0.125 -0.396
H 3.586 0.608 -0.605
H 4.959 0.045 -0.904
O -4.346 -1.305 -1.236
H -4.361 -0.450 -0.806
H -5.105 -1.766 -0.880
O -2.622 -0.105 -2.944
H -3.345 0.522 -2.973
H -1.890 0.352 -3.357
O 0.212 3.228 0.656
H 0.279 2.304 0.418
H 1.036 3.421 1.104
O -0.779 4.225 -1.737
H -1.296 4.978 -1.452
H -0.568 3.759 -0.928
O -1.474 3.355 2.926
H -0.647 3.187 2.474
H -1.480 4.301 3.072
O -1.182 -2.316 -1.532
H -0.840 -3.167 -1.257
H -0.628 -1.679 -1.081
O 3.276 0.513 4.854
H 2.913 0.237 4.012
H 4.048 -0.039 4.975
O 2.063 -2.519 -2.427
H 2.672 -2.795 -1.743
H 1.228 -2.406 -1.974
O 3.536 -2.944 -0.180
H 3.725 -2.011 -0.075
H 3.678 -3.317 0.690
O -0.454 1.569 -3.049
H -0.073 1.176 -2.264
H -0.439 2.511 -2.878
O 2.047 -0.328 2.338
H 2.897 -0.510 1.936
H 1.512 0.013 1.621
O 1.186 -3.086 1.414
H 0.572 -3.601 0.890
H 1.315 -2.282 0.911
O -0.599 -2.577 3.598
H -1.311 -2.056 3.227
H 0.111 -2.501 2.961
O 3.621 -3.158 2.679
H 2.688 -3.025 2.512
H 3.692 -3.186 3.634
O -2.571 -1.038 2.298
H -1.892 -0.516 1.870
H -3.017 -0.421 2.879
*
```